C18H38Br2N5O2 | the ωB97M-V functional and the def2-TZVPD basis

Each line ends with the natural charge from an NBO analysis.
Element x y z (Å)
C -0.902 2.917 -2.144  -0.33
C -0.494 1.616 -2.766  -0.11
N -1.470 0.465 -2.663  -0.42
C -2.632 0.495 -3.654  0.36
N -2.891 1.514 -4.745  -0.82
C -3.441 -0.853 -3.184  -0.09
N -2.645 -1.483 -2.023  -0.36
C -3.218 -2.767 -1.460  -0.24
C -3.334 -2.817 0.175  -0.66
C -1.403 -0.689 -1.687  0.46
C -0.322 -1.065 -0.499  -0.33
Br -0.564 0.140 1.110  0.08
C 1.232 -1.194 -1.005  -0.26
C 2.074 0.212 -1.034  -0.68
Br 1.160 -1.912 -2.890  0.02
H -0.329 3.935 -2.356  0.26
H -1.866 2.915 -1.461  0.23
H 0.537 1.529 -3.331  0.26
H -3.895 1.516 -5.037  0.41
H -2.305 1.274 -5.589  0.41
H -4.433 -1.246 -3.696  0.28
H -4.323 -2.897 -1.885  0.24
H -2.585 -3.658 -1.928  0.24
H -3.138 -1.728 0.612  0.24
H -4.343 -3.288 0.578  0.26
H -2.418 -3.470 0.562  0.22
H -0.636 -2.151 -0.116  0.28
H 1.781 -1.978 -0.304  0.28
H 2.428 0.365 -2.164  0.23
H 1.453 1.170 -0.766  0.25
H 3.063 0.081 -0.411  0.26
C 6.894 -4.106 0.680  -0.62
C 5.760 -3.534 -0.169  -0.08
C 5.251 -2.161 0.327  -0.07
O 4.413 -2.227 1.484  -0.56
C 5.117 -2.324 2.712  -0.25
N 4.671 -4.521 -0.235  -0.82
H 6.545 -4.518 1.631  0.21
H 7.393 -4.923 0.146  0.23
H 7.649 -3.343 0.891  0.21
H 6.156 -3.392 -1.181  0.19
H 4.626 -1.730 -0.465  0.17
H 6.078 -1.458 0.484  0.17
H 6.056 -1.763 2.697  0.18
H 5.299 -3.371 2.956  0.17
H 4.480 -1.911 3.500  0.19
H 3.958 -4.175 -0.879  0.34
H 4.199 -4.514 0.672  0.35
C -3.965 3.042 3.532  -0.62
C -2.795 2.896 2.560  -0.08
C -2.050 4.222 2.289  -0.08
O -2.733 5.112 1.402  -0.55
C -3.743 5.894 2.021  -0.25
N -3.287 2.288 1.313  -0.83
H -4.843 3.504 3.071  0.21
H -4.281 2.058 3.896  0.22
H -3.678 3.638 4.403  0.21
H -2.080 2.204 3.020  0.18
H -1.104 3.978 1.789  0.18
H -1.783 4.732 3.222  0.18
H -3.482 6.171 3.047  0.18
H -4.695 5.362 1.998  0.17
H -3.866 6.810 1.436  0.20
H -2.487 2.105 0.704  0.34
H -3.811 3.008 0.810  0.36

The orbital gap is 7.528 eV. The total charge is +1. As for the multiplicity: 1.